# 1
Density functional theory data (wB97M-V/def2-TZVPD) for C3H4N2O as an isolated structure.

Kohn-Sham gap (alpha / beta)	9.12 / 9.12	eV
ΔE to the lowest compared entry with this formula, charge and spin	3.234	eV
F_max	0.56	eV Å⁻¹
E_LUMO (alpha / beta)	0.4 / 0.4	eV

Each line ends with the Mulliken charge.
Geometry (Å):
N 1.402213 -0.194594 -0.094438  -0.412
C 0.114722 0.169174 -0.234201  0.444
C -0.482271 1.353510 0.343489  -0.259
N -1.193554 0.625925 1.074236  -0.476
C -0.873500 -0.920894 -0.479155  0.103
O -0.594139 -2.084646 -0.268642  -0.573
H 1.611694 -1.184360 -0.141109  0.244
H 2.086789 0.409266 0.331918  0.218
H -0.239242 2.417548 0.373815  0.350
H -1.832711 -0.590926 -0.905910  0.361

Force components x, y, z for each atom (eV/Å):
N -0.122 -0.023 0.166
C 0.089 -0.215 0.077
C -0.289 -0.133 0.239
N 0.414 0.381 0.005
C 0.106 -0.237 -0.140
O 0.063 0.311 -0.368
H -0.152 0.082 0.147
H -0.158 -0.042 -0.118
H -0.021 -0.092 -0.189
H 0.071 -0.032 0.180

---

# 2
Density functional theory data (wB97M-V/def2-TZVPD) for a 3-piece molecular cluster, C2H10O2S2 overall in a non-equilibrium geometry.

Kohn-Sham gap	9.42	eV
ΔE to the lowest compared entry with this formula, charge and spin	1.554	eV
F_max	3.20	eV Å⁻¹
structure (SMILES)	CCSS.O.O
E_LUMO	0.2	eV

Each line ends with the Mulliken charge.
Geometry (Å):
C -1.133873 2.559810 1.212178  -1.014
C -2.069898 1.940186 0.180078  -0.408
S -1.489745 0.303992 -0.466730  -0.074
S -2.863431 -0.144028 -2.050381  -0.233
H -1.158341 1.966226 2.179828  0.262
H -1.346792 3.624587 1.532352  0.305
H -0.106408 2.480852 0.700064  0.285
H -1.948553 2.417660 -0.815674  0.338
H -2.998897 2.075166 0.658494  0.384
H -3.863996 -0.897123 -1.541916  0.156
H 2.188841 -4.366515 -3.793307  0.317
H 1.267878 -3.489584 -2.825290  0.329
O 1.296793 -4.140090 -3.612032  -0.646
H 4.131414 -1.434891 2.433683  0.308
H 5.062540 -1.360899 3.554981  0.306
O 5.032469 -1.535349 2.653674  -0.614

Force components x, y, z for each atom (eV/Å):
C 2.160 -0.636 0.095
C 1.296 0.971 -1.395
S -1.379 -0.804 0.284
S 0.885 0.595 0.445
H 0.267 0.506 -1.203
H 0.019 -1.162 -0.908
H -1.026 0.460 1.446
H -0.800 0.745 1.076
H -1.789 -0.835 -0.386
H 0.374 0.158 0.550
H 1.321 -0.076 0.045
H 0.416 -1.710 -2.048
O -1.742 1.788 2.001
H -1.568 0.134 -0.581
H 0.289 0.465 2.581
O 1.277 -0.600 -2.000

---

# 3
Density functional theory data (wB97M-V/def2-TZVPD) for C22H26FGdN7O7P2SSi as an isolated structure in a non-equilibrium geometry.

2S+1	8
Kohn-Sham gap (alpha / beta)	6.86 / 4.40	eV
total charge	-1
ΔE to the lowest compared entry with this formula, charge and spin	0.000	eV
F_max	2.25	eV Å⁻¹
E_LUMO (alpha / beta)	2.3 / 0.0	eV

Each line ends with the Löwdin spin population.
Geometry (Å):
Gd 0.391353 0.239214 0.233017  6.811
N 1.186016 -3.400748 -2.980750  -0.001
C 0.672619 -2.354681 -2.267516  0.003
S 0.266978 -2.645317 -0.624870  0.031
N 0.501876 -1.266057 -3.000980  0.012
N -0.042921 -0.222065 -2.305962  0.000
C -0.541982 0.706007 -3.023056  0.005
C -1.074856 1.939649 -2.421535  0.000
C -1.549068 2.943716 -3.255472  0.001
C -1.973394 4.137072 -2.693440  0.000
C -1.902775 4.288969 -1.322890  0.001
C -1.433002 3.228166 -0.559993  0.000
N -1.048534 2.071624 -1.087750  -0.002
H 1.516006 -4.202080 -2.478451  0.000
H 1.523960 -3.207683 -3.908090  0.000
H -0.551824 0.609508 -4.108059  0.001
H -1.560096 2.787612 -4.325771  0.000
H -2.335414 4.940971 -3.322236  0.000
H -2.193654 5.207534 -0.832586  0.000
H -1.342098 3.293034 0.515709  0.000
O 1.600065 3.066445 3.327819  0.000
P 1.357359 2.254822 1.983208  -0.001
O 2.223924 1.051711 1.794781  -0.004
O -0.102152 1.866792 1.813377  0.003
O 1.747775 3.369014 0.905913  0.000
P 2.351478 2.996936 -0.589909  0.000
O 1.610745 4.110014 -1.481832  0.000
O 3.809784 3.167662 -0.615588  0.000
O 1.679687 1.690961 -0.965964  -0.004
H 1.305304 2.562088 4.100802  0.000
H 2.149438 4.913143 -1.523425  0.000
C -4.847384 -1.221320 1.313151  0.004
Si -3.331868 -0.413068 0.535236  0.008
C -3.445838 -0.805296 -1.285102  0.001
C -3.638064 1.419189 0.830384  0.000
N -1.793341 -0.836472 1.200163  0.097
C -1.535804 -1.854375 2.070429  0.008
C -2.437529 -2.858841 2.514367  0.012
C -2.115814 -3.814831 3.462397  0.000
C -0.848980 -3.888504 4.027137  0.013
C 0.095046 -2.971213 3.588086  -0.001
C -0.266823 -2.034720 2.653849  0.011
F 0.731374 -1.173994 2.255790  -0.005
H -5.688774 -0.643713 0.913521  0.000
H -4.873455 -1.145336 2.400933  0.000
H -5.001206 -2.263748 1.032468  0.000
H -4.472187 -0.659579 -1.635281  0.000
H -3.159059 -1.848182 -1.445561  0.000
H -2.788088 -0.195331 -1.903802  0.000
H -4.488168 1.525659 1.510578  0.000
H -3.865726 1.977919 -0.079737  0.000
H -2.774114 1.877039 1.310818  0.000
H -3.427418 -2.885322 2.098490  0.000
H -2.880036 -4.526879 3.751980  0.000
H -0.594605 -4.642044 4.759252  0.001
H 1.116813 -2.972293 3.945487  0.000
N 8.220061 -1.600593 -0.704544  0.000
C 7.087111 -1.437743 -0.604600  0.000
C 5.658092 -1.237270 -0.479659  0.000
C 5.018047 -1.527215 0.717513  0.000
C 3.654205 -1.305044 0.789511  0.000
N 2.938105 -0.841233 -0.231151  -0.006
C 3.564139 -0.557794 -1.369892  0.000
C 4.926532 -0.744610 -1.547652  0.000
H 5.562773 -1.899705 1.572694  0.000
H 3.109008 -1.493942 1.704631  0.000
H 2.951931 -0.154060 -2.165330  0.000
H 5.398450 -0.489567 -2.485052  0.000

Force components x, y, z for each atom (eV/Å):
Gd -0.765 -2.043 -0.553
N -0.024 0.071 0.014
C -0.019 -0.141 -0.162
S 0.039 0.072 -0.124
N -0.157 0.136 0.379
N 0.074 -0.120 -0.170
C -0.052 0.200 0.113
C 0.142 -0.248 -0.153
C -0.024 0.100 0.061
C 0.006 -0.029 -0.079
C 0.023 -0.011 0.136
C 0.031 -0.056 -0.068
N -0.019 -0.074 -0.050
H 0.023 0.001 0.040
H 0.024 -0.019 0.009
H -0.007 0.021 0.017
H 0.000 0.004 -0.006
H -0.008 -0.003 0.000
H -0.010 0.011 -0.030
H -0.013 0.059 -0.003
O -0.024 0.046 0.342
P 0.087 0.098 -0.253
O 0.063 0.037 0.248
O 0.093 0.679 0.270
O 0.067 0.292 0.221
P -0.205 -0.616 0.155
O -0.029 0.428 -0.043
O 0.040 0.054 -0.042
O 0.570 0.824 -0.203
H 0.046 0.106 -0.262
H -0.073 -0.251 0.012
C -0.202 0.048 -0.142
Si 0.387 -0.008 0.277
C 0.025 -0.105 -0.157
C -0.063 0.098 0.093
N 0.139 0.009 0.306
C -0.068 0.010 -0.170
C -0.020 -0.035 0.006
C -0.004 0.014 -0.029
C 0.003 0.028 -0.044
C -0.022 -0.080 -0.052
C 0.070 0.100 -0.015
F 0.079 0.151 0.088
H -0.076 -0.067 0.065
H 0.032 0.035 0.016
H -0.019 -0.006 -0.039
H -0.005 -0.021 -0.024
H -0.040 -0.002 -0.041
H 0.011 0.027 0.048
H 0.004 0.051 -0.002
H -0.016 -0.020 -0.019
H 0.013 -0.026 0.025
H -0.040 0.020 -0.038
H 0.012 -0.016 0.004
H -0.005 0.001 0.014
H 0.000 0.002 0.017
N 0.003 -0.017 0.000
C -0.238 0.041 0.008
C 0.408 -0.054 -0.001
C -0.123 0.007 0.021
C -0.062 -0.073 -0.020
N -0.010 0.276 0.028
C -0.005 -0.056 -0.018
C -0.127 0.033 -0.031
H 0.025 0.003 -0.013
H 0.011 0.005 0.009
H 0.000 0.010 0.006
H 0.022 -0.008 0.007

---

# 4
Density functional theory data (wB97M-V/def2-TZVPD) for C40H55AsCl5NO2Ti as an isolated structure in a non-equilibrium geometry.

Kohn-Sham gap	5.30	eV
total charge	+2
ΔE to the lowest compared entry with this formula, charge and spin	0.211	eV
F_max	1.50	eV Å⁻¹
E_LUMO	-8.6	eV

Each line ends with the Mulliken charge.
Geometry (Å):
Ti -0.333454 -0.082327 0.198491  -1.559
C 5.154757 -4.773714 0.567409  -1.558
C 4.957850 -3.953231 1.850069  1.943
C 6.321460 -3.445065 2.325494  -2.256
C 4.358132 -4.848758 2.947322  -1.386
C 3.984329 -2.809232 1.567581  -0.380
C 2.733728 -3.070948 1.097278  -0.859
C 1.850414 -1.990201 0.857866  -0.220
N 0.581480 -2.026758 0.404915  0.482
C -0.249939 -3.034112 0.161234  0.056
C -0.139896 -4.404659 0.538638  -0.430
C -1.088543 -5.271667 0.121095  -0.925
C -2.128316 -4.767945 -0.739922  0.063
C -2.336864 -3.459863 -1.109778  -0.725
C -1.424055 -2.550504 -0.552635  0.438
O -1.512574 -1.239065 -0.613665  -0.108
C -3.480629 -3.052441 -2.048297  2.170
C -4.247914 -1.839052 -1.503563  -1.392
C -2.864241 -2.723376 -3.419042  -1.299
C -4.487582 -4.192884 -2.230060  -2.258
C -1.122090 -6.741702 0.508272  1.806
C -0.991823 -7.589575 -0.767537  -1.602
C 0.012213 -7.103591 1.463906  -1.995
C -2.465752 -7.039178 1.197424  -1.605
C 2.284210 -0.629973 1.026403  0.603
O 1.360620 0.274922 0.697244  -0.007
C 3.552760 -0.339722 1.522477  -0.720
C 4.341944 -1.445455 1.783942  -0.063
C 4.020452 1.096446 1.784711  2.501
C 5.466502 1.138651 2.284758  -2.346
C 3.944404 1.919418 0.489034  -1.518
C 3.120008 1.711236 2.868771  -1.446
H 5.865633 -5.580013 0.756403  0.471
H 5.552468 -4.154909 -0.240301  0.376
H 4.223031 -5.230481 0.223923  0.265
H 6.977506 -4.298563 2.496693  0.457
H 6.250780 -2.897066 3.269341  0.418
H 6.804377 -2.806786 1.579621  0.452
H 5.052898 -5.657062 3.183875  0.467
H 3.415375 -5.302075 2.627431  0.220
H 4.173311 -4.281703 3.862685  0.355
H 2.434761 -4.081627 0.868487  0.887
H 0.652792 -4.718560 1.199221  1.145
H -2.838961 -5.495522 -1.104410  0.498
H -3.620839 -0.953547 -1.426154  -0.167
H -4.668118 -2.052202 -0.516451  0.379
H -5.075707 -1.610452 -2.177447  0.513
H -2.019951 -2.041045 -3.330786  0.102
H -3.611159 -2.262013 -4.069845  0.430
H -2.504020 -3.632106 -3.907210  0.373
H -4.918487 -4.513530 -1.277065  0.453
H -4.051564 -5.059288 -2.733494  0.434
H -5.305768 -3.840130 -2.858539  0.456
H -0.042626 -7.396994 -1.274139  0.353
H -1.803199 -7.401961 -1.475252  0.338
H -1.027727 -8.647848 -0.503459  0.472
H 0.994427 -6.962876 1.000934  0.377
H -0.070052 -8.156869 1.734988  0.500
H -0.033700 -6.522184 2.389814  0.395
H -3.318021 -6.865799 0.535991  0.360
H -2.594597 -6.426094 2.093488  0.358
H -2.494545 -8.087744 1.497918  0.462
H 5.333107 -1.258186 2.167025  0.704
H 6.167779 0.718667 1.558069  0.472
H 5.587111 0.616462 3.237489  0.453
H 5.750003 2.178522 2.449043  0.430
H 4.587256 1.488806 -0.282662  0.364
H 4.291931 2.935732 0.684923  0.510
H 2.929473 1.984468 0.100742  0.081
H 3.210108 1.153468 3.804736  0.353
H 2.069259 1.722060 2.572998  0.190
H 3.426393 2.741722 3.060437  0.469
Cl -2.296715 -1.920889 2.461731  -0.125
C -1.915151 -0.274178 2.865277  1.062
C -1.184348 0.519766 1.975513  -0.805
C -0.930441 1.832507 2.380403  1.146
Cl -0.054758 2.872556 1.297305  -0.097
C -1.365373 2.351997 3.587194  -0.067
Cl -1.035809 3.977611 4.000694  -0.143
C -2.079648 1.524540 4.453594  0.385
Cl -2.616427 2.128811 5.949243  -0.138
C -2.355174 0.203955 4.094056  0.026
Cl -3.228556 -0.809970 5.154982  -0.158
C -3.345575 2.939199 0.044153  -1.174
C -3.083294 2.078506 -1.187293  -0.547
As -1.210224 1.643979 -1.557544  0.485
C -0.425702 3.387113 -1.939805  -0.425
C -0.929368 4.007382 -3.235886  -1.319
C -1.276015 0.784611 -3.313721  -0.454
C -2.554583 0.986089 -4.118192  -1.312
H -4.404306 3.199865 0.072225  0.454
H -2.782507 3.871991 0.025876  0.281
H -3.115053 2.413074 0.969388  0.212
H -3.412964 2.587301 -2.089524  0.635
H -3.623431 1.136084 -1.127683  0.244
H 0.655445 3.254110 -1.956292  0.404
H -0.662033 4.019445 -1.089058  0.471
H -0.630389 3.436596 -4.113987  0.326
H -0.500430 5.005528 -3.332572  0.435
H -2.013769 4.119884 -3.245734  0.291
H -1.113091 -0.273024 -3.134915  0.171
H -0.402459 1.148751 -3.850988  0.693
H -3.428248 0.589005 -3.601395  0.240
H -2.461882 0.453776 -5.066616  0.464
H -2.739188 2.033922 -4.348640  0.307

Force components x, y, z for each atom (eV/Å):
Ti -0.205 1.309 0.702
C 0.038 -0.009 -0.032
C 0.011 0.022 0.044
C 0.011 0.008 -0.021
C -0.013 0.004 -0.002
C 0.204 0.134 0.100
C -0.256 0.037 -0.089
C -0.091 -0.045 -0.071
N 0.032 -0.499 0.004
C 0.092 0.177 0.067
C 0.271 0.137 0.045
C -0.142 -0.104 -0.087
C 0.002 -0.110 0.011
C -0.310 0.028 -0.069
C 0.325 0.144 0.124
O -0.680 -1.057 -0.514
C 0.033 0.026 0.023
C -0.035 -0.016 0.081
C -0.029 -0.086 -0.016
C 0.002 -0.010 0.005
C -0.076 0.007 -0.029
C 0.006 -0.011 -0.032
C 0.064 0.027 0.021
C -0.005 0.023 0.008
C -0.253 -0.297 -0.079
O 1.079 -0.069 0.147
C 0.124 0.313 0.022
C 0.107 -0.139 0.008
C -0.027 -0.028 -0.002
C -0.001 -0.061 0.008
C 0.033 -0.011 -0.010
C -0.049 -0.034 0.042
H -0.037 0.020 -0.016
H -0.014 -0.029 0.027
H 0.046 0.024 0.016
H -0.008 0.021 -0.002
H 0.003 -0.032 -0.055
H -0.023 -0.045 0.049
H -0.041 0.032 -0.019
H 0.047 0.024 0.022
H 0.007 -0.029 -0.031
H 0.017 0.024 0.023
H -0.057 0.009 -0.029
H 0.005 -0.030 0.015
H -0.038 -0.059 -0.036
H 0.027 0.035 -0.042
H 0.015 -0.029 0.028
H -0.012 0.056 0.011
H 0.032 -0.054 0.044
H 0.001 0.053 0.020
H 0.019 0.028 -0.056
H -0.022 0.041 0.029
H 0.021 -0.017 0.006
H -0.052 -0.012 0.027
H 0.045 -0.024 0.036
H -0.003 0.035 -0.019
H -0.059 -0.004 0.034
H 0.016 0.048 -0.010
H 0.004 -0.042 -0.048
H 0.034 -0.016 0.042
H 0.011 -0.038 -0.047
H -0.007 0.036 -0.019
H 0.002 0.006 0.010
H -0.043 0.022 0.038
H 0.004 0.019 -0.043
H -0.006 -0.024 -0.006
H -0.024 0.021 0.022
H -0.005 -0.046 -0.001
H -0.036 0.001 -0.001
H 0.001 0.038 -0.040
H 0.110 -0.001 0.018
H -0.017 -0.039 -0.011
Cl 0.119 0.100 -0.131
C 0.077 -0.029 -0.241
C -0.278 -0.057 0.240
C 0.050 -0.204 -0.194
Cl -0.008 -0.009 0.058
C 0.049 0.162 0.010
Cl -0.016 -0.002 0.051
C -0.048 -0.001 0.113
Cl -0.025 0.029 0.058
C -0.043 -0.055 0.047
Cl -0.040 0.019 0.082
C -0.026 -0.020 -0.070
C 0.083 0.010 0.185
As -0.331 0.338 -0.550
C 0.089 -0.106 0.044
C 0.032 0.086 0.004
C -0.003 -0.059 0.058
C 0.038 -0.027 -0.074
H 0.027 0.001 0.006
H 0.016 0.000 0.001
H 0.019 -0.016 0.003
H -0.081 0.036 -0.092
H -0.039 -0.047 -0.014
H 0.069 0.020 -0.001
H -0.011 0.065 0.066
H -0.013 -0.001 0.006
H -0.025 -0.022 -0.045
H 0.005 0.005 0.009
H 0.048 -0.126 0.004
H 0.066 0.045 -0.067
H 0.007 -0.004 0.008
H -0.033 0.027 0.023
H -0.001 0.005 0.007

---

Which total energy belongs to each record? In order, -301.36838; -1029.00179; -4000.39988; -7148.19166 Eh.